Record 1
Molecular formula: C21H22N2O5S
Method: DFT, ωB97M-V/def2-TZVPD

Structure (XYZ):
```
51
Properties=species:S:1:pos:R:3:lowdin_charge:R:1
O -4.83 -1.18 1.07 0.10
C -5.74 -0.80 0.38 -0.53
O -7.02 -1.04 0.68 0.12
H -7.10 -1.55 1.50 0.13
C -5.60 -0.04 -0.91 -0.10
H -6.32 0.78 -0.91 0.13
H -5.89 -0.72 -1.72 0.13
C -4.17 0.47 -1.13 -0.17
H -3.48 -0.36 -0.96 0.12
C -3.84 1.63 -0.18 -0.10
C -2.36 1.96 -0.31 -0.43
O -1.97 2.76 -1.14 0.08
N -1.51 1.28 0.51 0.04
C -0.13 1.41 0.51 -0.13
C 0.67 2.28 -0.21 0.03
C 2.04 2.21 -0.05 -0.05
C 2.59 1.30 0.83 -0.26
C 1.81 0.43 1.58 0.00
C 0.44 0.50 1.41 -0.14
C -0.63 -0.33 2.05 -0.07
H -0.57 -1.36 1.70 0.12
H -0.56 -0.34 3.13 0.12
C -1.92 0.35 1.57 -0.10
H -2.38 0.92 2.38 0.13
H -2.65 -0.38 1.20 0.10
H 2.27 -0.25 2.27 0.12
S 4.37 1.06 0.86 0.69
O 5.04 2.25 0.43 -0.28
O 4.75 0.46 2.10 -0.27
N 4.58 -0.10 -0.35 -0.14
C 3.74 -1.21 -0.24 -0.25
C 3.66 -2.09 0.82 -0.02
C 2.73 -3.11 0.75 -0.08
C 1.90 -3.25 -0.36 -0.09
C 1.99 -2.36 -1.42 -0.03
C 2.91 -1.34 -1.36 -0.16
C 3.21 -0.24 -2.33 -0.08
H 2.38 0.47 -2.37 0.11
H 3.39 -0.61 -3.34 0.12
C 4.48 0.39 -1.73 -0.15
H 5.37 0.05 -2.26 0.13
H 4.48 1.48 -1.72 0.11
H 1.34 -2.47 -2.28 0.11
H 1.18 -4.05 -0.39 0.10
H 2.65 -3.82 1.56 0.10
H 4.30 -1.96 1.67 0.11
H 2.70 2.87 -0.59 0.12
H 0.22 2.99 -0.89 0.10
H -4.40 2.51 -0.48 0.13
H -4.10 1.37 0.84 0.11
H -4.05 0.81 -2.16 0.12
```

As for the SMILES: O=C(O)CCCC(=O)N1CCc2cc(S(=O)(=O)N3CCc4ccccc43)ccc21. As for the net charge: 0. As for the HOMO energy: -8.39 eV. The spin multiplicity is 1. The energy above the lowest of the compared OMol25 structures with the same formula, charge and spin comes out at 0.0 kcal per mole.



Record 2
Molecular formula: C21H22N2O7
Method: DFT, ωB97M-V/def2-TZVPD

Structure (XYZ):
```
52
Properties=species:S:1:pos:R:3:lowdin_charge:R:1
C -6.44 -0.46 -3.59 -0.06
C -6.65 -0.21 -2.10 -0.25
O -5.66 -0.83 -1.30 -0.05
C -4.42 -0.28 -1.21 -0.27
C -3.49 -1.02 -0.48 0.02
C -2.21 -0.56 -0.29 0.00
C -1.83 0.66 -0.83 -0.17
C -2.74 1.40 -1.56 0.00
C -4.03 0.94 -1.75 -0.01
H -4.71 1.55 -2.32 0.11
H -2.45 2.35 -1.99 0.12
N -0.50 1.15 -0.65 0.11
C 0.62 0.34 -0.68 -0.35
O 0.63 -0.84 -0.84 0.15
C 1.85 1.24 -0.49 -0.15
N 2.58 0.92 0.72 0.00
C 3.86 0.46 0.58 -0.41
O 4.40 0.44 -0.51 0.09
C 4.58 0.03 1.84 -0.09
C 5.96 -0.50 1.48 -0.09
C 5.83 -1.78 0.68 -0.55
O 4.97 -2.60 0.82 0.12
O 6.83 -1.92 -0.19 0.12
H 6.71 -2.73 -0.72 0.13
H 6.53 0.22 0.89 0.12
H 6.53 -0.73 2.39 0.13
H 4.01 -0.76 2.32 0.11
H 4.68 0.88 2.52 0.13
C 1.85 0.93 1.97 -0.05
C 1.09 -0.34 2.21 -0.27
C -0.23 -0.56 2.48 -0.04
C -0.37 -1.97 2.59 -0.06
C 0.87 -2.48 2.37 -0.09
O 1.75 -1.51 2.15 0.05
H 1.23 -3.49 2.35 0.13
H -1.28 -2.51 2.79 0.10
H -1.00 0.18 2.58 0.12
H 2.54 1.12 2.79 0.13
H 1.12 1.75 1.95 0.14
C 1.29 2.66 -0.50 0.00
C -0.22 2.49 -0.44 -0.41
O -1.03 3.36 -0.26 0.11
H 1.53 3.18 -1.43 0.14
H 1.64 3.28 0.32 0.13
H 2.55 1.05 -1.30 0.16
H -1.50 -1.15 0.27 0.09
H -3.80 -1.97 -0.06 0.12
H -7.59 -0.68 -1.78 0.12
H -6.71 0.86 -1.89 0.12
H -7.25 -0.01 -4.16 0.08
H -6.41 -1.53 -3.79 0.08
H -5.49 -0.03 -3.93 0.07
```

As for the SMILES: CCOc1ccc(N2C(=O)C[C@@H](N(Cc3ccco3)C(=O)CCC(=O)O)C2=O)cc1. As for the net charge: 0. As for the HOMO energy: -8.38 eV. The spin multiplicity is 1. The energy above the lowest of the compared OMol25 structures with the same formula, charge and spin comes out at 25.2 kcal per mole.



Record 3
Molecular formula: C21H22N3O2
Method: DFT, ωB97M-V/def2-TZVPD

Structure (XYZ):
```
48
Properties=species:S:1:pos:R:3:lowdin_charge:R:1
C -3.20 -5.06 -1.61 0.20
C -2.54 -4.55 -0.73 -0.10
N -1.75 -3.98 0.37 -0.05
C -2.49 -4.31 1.64 -0.19
N -2.39 -3.28 2.68 -0.10
C -3.05 -1.99 2.28 -0.10
C -0.37 -4.61 0.41 -0.05
C 0.41 -4.02 -0.87 -0.36
C 1.26 -2.71 -0.75 -0.04
N 0.36 -4.63 -2.01 0.16
H -3.92 -5.64 -2.23 0.10
H -1.68 -2.97 0.16 0.18
H -1.99 -5.24 2.07 0.16
H -3.56 -4.63 1.40 0.16
H -2.97 -3.63 3.46 0.12
H -2.21 -1.22 2.16 0.09
H -3.81 -1.60 3.01 0.10
H -3.51 -2.15 1.25 0.09
H 0.20 -4.38 1.35 0.16
H -0.54 -5.72 0.25 0.15
H 0.80 -1.94 -0.06 0.08
H 2.30 -2.91 -0.36 0.10
H 1.38 -2.24 -1.77 0.09
H -0.23 -5.46 -1.87 0.05
C -0.32 0.84 -2.12 -0.08
C 0.30 1.45 -3.21 -0.05
C 1.09 2.57 -3.02 0.01
C 1.26 3.09 -1.74 -0.08
C 0.62 2.50 -0.65 -0.08
C -0.16 1.36 -0.85 -0.02
C 0.75 3.07 0.71 -0.28
O 0.19 2.55 1.65 0.09
C 1.56 4.30 0.89 -0.09
C 1.64 4.88 2.15 0.00
C 2.41 6.02 2.34 -0.05
C 3.10 6.58 1.27 -0.05
C 3.02 6.01 0.01 0.01
C 2.24 4.87 -0.18 -0.08
C 2.13 4.28 -1.54 -0.28
O 2.73 4.77 -2.48 0.12
H -0.94 -0.05 -2.27 0.10
H 0.16 1.04 -4.21 0.11
H 1.58 3.04 -3.87 0.13
H -0.65 0.89 -0.01 0.11
H 1.10 4.45 2.99 0.12
H 2.47 6.48 3.32 0.11
H 3.71 7.47 1.42 0.11
H 3.56 6.45 -0.82 0.12
```

As for the net charge: +1. As for the HOMO energy: -11.44 eV. The spin multiplicity is 1.



Record 4
Molecular formula: C21H22N4O4
Method: DFT, ωB97M-V/def2-TZVPD

Structure (XYZ):
```
51
Properties=species:S:1:pos:R:3:lowdin_charge:R:1
C -2.32 -3.10 0.94 0.02
C -1.81 -2.08 -0.15 -0.11
C -0.56 -1.49 -0.33 -0.13
C 0.50 -2.15 0.44 -0.36
O 0.74 -3.48 0.39 -0.03
N 1.12 -1.24 1.13 0.11
H 0.83 -0.32 1.11 0.12
C 2.48 -1.38 1.50 -0.15
C 3.47 -0.70 0.66 -0.16
C 3.89 -1.32 -0.49 0.03
C 4.67 -0.42 -1.31 -0.10
C 5.17 0.69 -1.06 -0.17
C 4.96 0.97 0.15 -0.15
C 4.09 0.59 1.15 0.05
H 3.79 0.93 1.93 0.01
H 5.29 2.08 0.68 0.17
H 5.99 0.95 -1.57 0.10
H 4.95 -1.12 -2.20 0.15
H 3.53 -2.12 -0.82 0.04
H 2.61 -2.44 1.74 0.14
H 2.50 -1.03 2.56 0.14
C -0.54 -0.43 -1.19 -0.32
N -1.56 -0.28 -2.20 0.12
C -2.90 -0.59 -1.73 -0.41
O -3.79 0.05 -2.70 -0.17
N -2.91 -1.55 -0.93 0.13
H -3.93 -2.01 -0.68 0.24
H -1.41 0.49 -2.99 0.22
C -0.16 0.79 -0.64 -0.23
C 1.21 1.34 -0.89 0.06
C 1.53 2.73 -0.49 -0.09
C 0.55 3.29 0.16 -0.19
C -0.66 2.84 0.52 0.05
C -1.06 1.42 -0.03 -0.22
O -2.29 0.90 0.16 -0.05
C -3.17 1.85 0.98 0.03
C -4.45 0.79 0.92 -0.28
O -4.88 0.45 2.45 -0.30
N -5.15 0.58 -0.03 0.23
H -6.08 0.10 0.11 0.20
H -4.64 0.57 -0.81 0.02
H -2.96 1.90 2.19 0.20
H -3.60 2.56 0.51 0.05
H -1.45 3.23 1.10 0.07
H 0.72 4.35 0.63 0.15
H 2.66 2.96 -0.63 0.14
H 1.98 0.71 -1.49 0.13
H 0.57 -1.00 -1.91 0.24
H -2.94 -3.78 0.27 0.10
H -3.10 -2.56 1.68 0.14
H -1.47 -3.51 1.25 0.00
```

As for the net charge: 0. As for the HOMO energy: -8.65 eV. The spin multiplicity is 1. The energy above the lowest of the compared OMol25 structures with the same formula, charge and spin comes out at 464.6 kcal per mole.



Record 5
Molecular formula: C21H22N4O4
Method: DFT, ωB97M-V/def2-TZVPD

Structure (XYZ):
```
51
Properties=species:S:1:pos:R:3:lowdin_charge:R:1
O -1.49 1.19 -0.50 0.10
C -2.25 1.90 0.13 -0.46
N -3.40 1.41 0.66 0.08
H -4.02 2.03 1.16 0.15
C -3.87 0.06 0.42 -0.06
C -2.73 -0.86 0.16 -0.35
N -2.54 -1.58 -0.90 0.22
C -1.39 -2.26 -0.60 -0.29
N -0.94 -1.99 0.60 0.13
O -1.82 -1.08 1.11 0.05
C -0.75 -3.18 -1.52 -0.16
C -1.32 -3.42 -2.76 -0.02
C -0.71 -4.29 -3.64 -0.08
C 0.48 -4.92 -3.29 -0.09
C 1.05 -4.68 -2.05 -0.08
C 0.44 -3.81 -1.16 -0.03
H 0.87 -3.61 -0.19 0.11
H 1.97 -5.17 -1.78 0.10
H 0.96 -5.60 -3.98 0.10
H -1.15 -4.48 -4.61 0.10
H -2.24 -2.92 -3.02 0.11
H -4.53 0.02 -0.45 0.14
H -4.41 -0.28 1.31 0.14
C -2.00 3.36 0.43 -0.08
H -1.33 3.75 -0.33 0.12
H -2.95 3.90 0.38 0.12
C -1.36 3.54 1.82 -0.15
H -1.71 2.77 2.50 0.11
H -1.65 4.51 2.23 0.11
C 0.16 3.51 1.76 -0.11
N 0.67 2.26 1.22 0.06
C 0.80 1.12 1.97 -0.39
O 0.48 1.04 3.13 0.11
C 1.44 0.06 1.10 -0.16
C 1.56 0.70 -0.28 -0.16
C 1.09 2.13 -0.09 -0.41
O 1.11 3.03 -0.88 0.11
H 0.89 0.23 -1.00 0.15
C 2.99 0.71 -0.84 -0.13
C 3.93 1.20 0.22 -0.09
C 3.83 0.70 1.45 -0.09
C 2.80 -0.35 1.72 -0.12
H 3.11 -1.29 1.27 0.12
H 2.66 -0.51 2.79 0.12
H 4.46 1.02 2.26 0.10
H 4.65 1.96 -0.03 0.10
H 3.26 -0.30 -1.14 0.12
H 3.02 1.36 -1.72 0.12
H 0.79 -0.82 1.09 0.12
H 0.57 3.62 2.77 0.13
H 0.54 4.31 1.12 0.13
```

As for the SMILES: O=C(CCCN1C(=O)[C@H]2CC=CC[C@H]2C1=O)NCc1nc(-c2ccccc2)no1. As for the net charge: 0. As for the HOMO energy: -9.08 eV. The spin multiplicity is 1. The energy above the lowest of the compared OMol25 structures with the same formula, charge and spin comes out at 34.1 kcal per mole.



Record 6
Molecular formula: C21H22N6O7PSTi
Method: DFT, ωB97M-V/def2-TZVPD

Structure (XYZ):
```
59
Properties=species:S:1:pos:R:3:lowdin_spin:R:1
Ti 0.64 -0.30 -1.27 0.92
N 0.51 -0.01 6.85 0.00
C 0.36 0.25 5.50 0.00
C -0.09 -0.75 4.64 0.00
C -0.27 -0.48 3.29 0.00
C -0.01 0.80 2.81 0.00
C 0.44 1.80 3.66 0.00
C 0.62 1.53 4.99 0.00
S -0.12 1.10 1.10 0.00
O -0.56 2.46 0.89 0.00
O -0.92 0.01 0.50 0.01
N 1.31 0.78 0.47 0.00
C 2.21 1.51 -0.25 0.00
N 2.86 2.58 0.18 0.00
C 3.81 3.04 -0.64 0.01
C 4.13 2.46 -1.87 0.00
C 3.36 1.38 -2.26 0.00
N 2.40 0.94 -1.46 0.00
H 0.59 -0.97 7.12 0.00
H 1.10 0.61 7.37 0.00
H -0.30 -1.74 5.02 0.00
H -0.59 -1.26 2.62 0.00
H 0.65 2.79 3.27 0.00
H 0.96 2.31 5.66 0.00
H 4.35 3.91 -0.30 0.00
H 4.92 2.85 -2.48 0.00
H 3.46 0.88 -3.22 0.00
O 1.22 -2.69 1.35 0.00
C 0.81 -2.74 0.21 0.00
O 1.32 -2.06 -0.79 0.00
C -0.36 -3.61 -0.14 0.00
C -0.69 -4.66 0.71 0.00
C -1.78 -5.47 0.44 0.00
C -2.54 -5.17 -0.68 0.00
C -2.25 -4.15 -1.55 0.00
C -1.13 -3.37 -1.28 0.00
N -3.73 -6.02 -0.97 0.00
O -3.93 -6.98 -0.24 0.00
O -4.40 -5.74 -1.94 0.00
H -0.08 -4.83 1.59 0.00
H -2.06 -6.29 1.08 0.00
H -2.86 -3.97 -2.42 0.00
H -0.85 -2.59 -1.98 0.00
N 0.84 -0.64 -4.59 0.02
C 0.73 -0.77 -3.45 0.00
C 0.37 3.85 -2.09 0.00
P -0.88 2.63 -2.50 0.00
C -2.43 3.20 -1.80 0.00
C -1.04 2.57 -4.28 0.00
O -0.53 1.26 -1.96 0.02
H 0.11 4.82 -2.50 0.00
H 1.33 3.53 -2.50 0.00
H 0.45 3.92 -1.00 0.00
H -2.77 4.11 -2.30 0.00
H -2.30 3.38 -0.74 0.00
H -3.18 2.42 -1.94 0.00
H -1.26 3.56 -4.69 0.00
H -1.84 1.88 -4.54 0.00
H -0.12 2.18 -4.71 0.00
```

As for the net charge: 0. As for the HOMO energy (spin up / spin down): -8.23 / -8.56 eV. The spin multiplicity is 2. The energy above the lowest of the compared OMol25 structures with the same formula, charge and spin comes out at 17.3 kcal per mole.



Record 7
Molecular formula: C21H22N8O2Pt
Method: DFT, ωB97M-V/def2-TZVPD

Structure (XYZ):
```
54
Properties=species:S:1:pos:R:3:lowdin_charge:R:1
Pt -0.18 -1.25 -0.48 1.13
O -1.45 -0.34 3.28 0.05
C -1.29 -0.84 2.17 -0.54
N -0.16 -1.27 1.61 -0.08
C 1.10 -1.00 2.24 -0.15
C 2.18 -1.04 1.20 -0.22
C 3.52 -1.02 1.58 0.00
C 4.51 -1.04 0.62 -0.04
C 4.15 -1.09 -0.72 -0.04
C 2.81 -1.11 -1.04 -0.11
N 1.85 -1.08 -0.10 -0.05
C -2.46 -1.03 1.24 -0.17
C -3.75 -1.08 1.75 0.02
C -4.81 -1.20 0.87 -0.03
C -4.56 -1.25 -0.49 -0.04
C -3.25 -1.20 -0.93 -0.10
N -2.23 -1.09 -0.08 -0.05
H 1.32 -1.73 3.01 0.14
H 1.10 -0.02 2.73 0.14
H 3.76 -1.00 2.64 0.13
H 5.55 -1.03 0.91 0.12
H 4.89 -1.11 -1.51 0.11
H 2.47 -1.16 -2.06 0.11
H -3.88 -1.02 2.82 0.13
H -5.83 -1.26 1.24 0.11
H -5.36 -1.33 -1.22 0.11
H -3.00 -1.25 -1.98 0.12
C 0.86 2.05 -2.79 -0.05
N 0.45 3.06 -1.82 -0.12
C 0.86 4.43 -2.08 -0.06
C -0.15 2.54 -0.69 -0.46
O -0.30 1.31 -0.66 -0.08
N -0.57 3.30 0.38 -0.11
C -0.69 4.74 0.57 -0.05
C -1.12 2.58 1.52 -0.03
H 1.23 2.55 -3.68 0.08
H 0.02 1.41 -3.06 0.09
H 1.64 1.40 -2.39 0.08
H 1.41 4.45 -3.02 0.08
H 1.52 4.83 -1.31 0.09
H 0.01 5.10 -2.21 0.08
H -0.36 5.32 -0.27 0.05
H -0.12 5.04 1.45 0.09
H -1.74 4.99 0.76 0.09
H -0.90 1.52 1.43 0.05
H -2.21 2.71 1.58 0.10
H -0.68 2.95 2.45 0.10
N -0.10 -3.04 -1.62 -0.02
C 0.19 -4.10 -1.24 -0.22
C 0.53 -5.37 -0.80 -0.29
C 1.75 -5.96 -1.25 -0.25
N 2.74 -6.43 -1.62 0.11
C -0.31 -6.01 0.15 -0.25
N -0.99 -6.52 0.94 0.11
```

As for the net charge: 0. As for the HOMO energy: -7.17 eV. The spin multiplicity is 1. The energy above the lowest of the compared OMol25 structures with the same formula, charge and spin comes out at 63.4 kcal per mole.



Record 8
Molecular formula: C21H22OSV
Method: DFT, ωB97M-V/def2-TZVPD

Structure (XYZ):
```
46
Properties=species:S:1:pos:R:3:lowdin_spin:R:1
V 6.69 7.81 6.78 2.69
C 8.89 5.90 5.12 0.01
C 7.72 6.86 5.04 0.05
C 6.39 6.40 5.07 0.03
C 5.31 7.33 5.07 0.04
C 3.90 6.80 5.08 0.01
C 5.58 8.71 5.05 0.03
C 6.91 9.20 5.01 0.04
C 7.18 10.70 4.98 0.01
C 7.96 8.26 5.01 0.04
H 9.03 5.65 6.17 0.00
H 9.80 6.34 4.74 0.00
H 8.65 4.97 4.60 0.00
H 6.16 5.35 5.16 0.00
H 3.25 7.52 4.59 0.00
H 3.55 6.64 6.10 0.00
H 3.84 5.85 4.59 0.00
H 4.73 9.38 5.10 0.00
H 6.68 11.19 5.83 0.00
H 6.77 11.12 4.07 0.00
H 8.26 10.87 5.03 0.00
H 8.98 8.62 5.06 0.00
O 5.91 7.87 8.63 0.03
S 6.94 7.84 9.86 0.01
C 6.76 6.43 10.84 0.00
C 5.54 6.00 11.38 0.00
C 5.55 4.91 12.21 0.00
C 6.77 4.35 12.55 0.00
C 7.99 4.78 12.03 0.00
C 8.00 5.83 11.12 0.00
C 6.78 9.25 10.82 0.00
C 7.98 9.54 11.46 0.00
C 7.95 10.51 12.43 0.00
C 6.74 11.19 12.65 0.00
C 5.55 10.86 12.01 0.00
C 5.56 9.85 11.08 0.00
H 4.63 6.50 11.13 0.00
H 4.65 4.51 12.64 0.00
H 6.80 3.50 13.22 0.00
H 8.92 4.33 12.33 0.00
H 8.89 6.22 10.66 0.00
H 8.91 9.05 11.16 0.00
H 8.86 10.82 12.94 0.00
H 6.73 11.98 13.38 0.00
H 4.66 11.41 12.24 0.00
H 4.66 9.58 10.54 0.00
```

As for the net charge: +2. As for the HOMO energy (spin up / spin down): -14.98 / -14.99 eV. The spin multiplicity is 4.